{
  "formula": "C35H50BFeN12O10P3S2",
  "method": "wB97M-V/def2-TZVPD",
  "species": ["Fe", "C", "C", "C", "C", "N", "N", "B", "N", "C", "C", "C", "C", "N", "N", "C", "C", "C", "C", "N", "N", "C", "C", "C", "C", "N", "H", "H", "H", "H", "H", "H", "H", "H", "H", "H", "H", "H", "H", "H", "H", "H", "H", "H", "H", "H", "O", "P", "O", "O", "O", "P", "O", "O", "O", "H", "H", "O", "S", "O", "N", "C", "S", "C", "C", "C", "C", "C", "C", "H", "H", "H", "H", "O", "P", "N", "C", "C", "C", "C", "N", "C", "C", "C", "C", "N", "C", "C", "C", "C", "H", "H", "H", "H", "H", "H", "H", "H", "H", "H", "H", "H", "H", "H", "H", "H", "H", "H", "H", "H", "H", "H", "H", "H"],
  "coordinates": [[0.375, -0.916, -1.322], [-2.342, 1.374, -0.451], [-0.907, 1.739, -0.326], [-0.430, 2.922, 0.243], [0.939, 2.842, 0.154], [1.251, 1.675, -0.423], [0.125, 1.000, -0.747], [2.656, 1.114, -0.727], [2.694, 0.625, -2.176], [3.614, 0.870, -3.117], [3.259, 0.173, -4.243], [2.075, -0.499, -3.919], [1.358, -1.390, -4.871], [1.745, -0.211, -2.654], [2.835, -0.131, 0.163], [3.725, -0.514, 1.087], [3.363, -1.766, 1.533], [2.213, -2.110, 0.810], [1.472, -3.393, 0.925], [1.905, -1.107, -0.011], [3.673, 2.224, -0.525], [3.679, 3.390, -1.214], [4.695, 4.164, -0.711], [5.268, 3.381, 0.312], [6.423, 3.715, 1.202], [4.644, 2.220, 0.421], [-2.931, 2.055, 0.165], [-2.508, 0.361, -0.111], [-2.687, 1.440, -1.480], [-1.023, 3.723, 0.649], [1.711, 3.527, 0.458], [4.449, 1.516, -2.914], [3.762, 0.151, -5.194], [1.990, -1.522, -5.750], [0.413, -0.952, -5.181], [1.159, -2.363, -4.438], [4.531, 0.147, 1.349], [3.860, -2.372, 2.271], [1.646, -3.809, 1.917], [1.845, -4.116, 0.199], [0.404, -3.255, 0.770], [2.952, 3.586, -1.987], [4.979, 5.154, -1.026], [6.750, 4.740, 1.037], [7.270, 3.054, 1.012], [6.149, 3.608, 2.252], [-2.276, -3.377, -3.285], [-1.958, -3.280, -1.718], [-3.117, -3.758, -0.952], [-1.380, -1.914, -1.407], [-0.716, -4.335, -1.537], [0.732, -4.102, -2.187], [0.418, -4.270, -3.782], [1.671, -5.158, -1.773], [1.087, -2.642, -2.012], [-1.475, -3.405, -3.829], [0.654, -5.167, -4.048], [1.279, 3.799, -5.471], [0.568, 3.664, -4.227], [0.995, 4.503, -3.136], [0.501, 2.101, -3.762], [-0.726, 1.633, -3.763], [-1.192, 0.061, -3.362], [-1.759, 2.634, -4.206], [-3.129, 2.472, -4.333], [-3.882, 3.559, -4.757], [-3.279, 4.781, -5.048], [-1.905, 4.943, -4.920], [-1.176, 3.851, -4.497], [-3.579, 1.516, -4.099], [-4.954, 3.457, -4.864], [-3.889, 5.612, -5.382], [-1.423, 5.886, -5.144], [-0.647, -1.137, 1.039], [-1.397, -1.015, 2.310], [-3.035, -0.961, 2.125], [-3.697, -1.723, 1.037], [-5.166, -1.433, 1.282], [-5.253, -1.487, 2.807], [-3.959, -0.803, 3.260], [-0.867, 0.321, 3.122], [0.494, 0.829, 2.888], [0.553, 2.057, 3.783], [-0.260, 1.619, 5.001], [-1.415, 0.824, 4.384], [-1.187, -2.255, 3.419], [-1.744, -3.581, 3.113], [-1.224, -4.427, 4.265], [0.202, -3.904, 4.457], [0.123, -2.414, 4.077], [-3.501, -2.793, 1.104], [-3.339, -1.423, 0.059], [-5.807, -2.162, 0.788], [-5.424, -0.435, 0.917], [-5.262, -2.529, 3.133], [-6.136, -0.997, 3.218], [-3.554, -1.250, 4.172], [-4.135, 0.259, 3.456], [0.642, 1.051, 1.836], [1.260, 0.103, 3.187], [0.070, 2.901, 3.285], [1.578, 2.338, 4.026], [-0.615, 2.450, 5.611], [0.346, 0.968, 5.636], [-2.274, 1.476, 4.195], [-1.746, 0.010, 5.035], [-1.394, -3.966, 2.147], [-2.833, -3.538, 3.077], [-1.262, -5.495, 4.051], [-1.822, -4.232, 5.158], [0.882, -4.427, 3.785], [0.568, -4.045, 5.474], [0.948, -2.138, 3.415], [0.173, -1.766, 4.957]],
  "forces_ev_per_angstrom": [[0.4, 0.1, -1.8], [0.0, 0.0, 0.0], [-0.1, 0.1, -0.1], [0.0, 0.0, 0.0], [0.0, 0.0, 0.0], [0.0, 0.2, -0.3], [-0.2, -0.3, 0.6], [0.1, -0.1, 0.1], [-0.1, 0.2, 0.0], [0.0, 0.0, 0.0], [0.0, 0.0, 0.0], [0.2, -0.1, 0.0], [0.0, 0.0, 0.1], [0.3, -0.2, 0.2], [-0.1, 0.0, 0.0], [0.0, 0.0, 0.0], [0.0, 0.0, 0.0], [0.1, 0.0, 0.1], [0.0, 0.0, 0.0], [-0.2, -0.2, 0.1], [0.0, 0.0, 0.0], [0.0, 0.0, 0.0], [0.0, 0.0, 0.0], [0.0, 0.0, 0.0], [0.0, 0.0, 0.0], [0.0, 0.0, 0.0], [0.0, 0.0, 0.0], [0.0, -0.2, 0.0], [0.0, 0.0, -0.1], [0.0, 0.0, 0.0], [0.0, 0.0, 0.0], [0.0, 0.0, 0.0], [0.0, 0.0, 0.0], [0.0, 0.0, 0.0], [0.0, 0.0, 0.0], [0.0, 0.0, 0.0], [0.0, 0.0, 0.0], [0.0, 0.0, 0.0], [0.0, 0.0, 0.0], [0.0, 0.0, 0.0], [0.0, 0.0, 0.0], [0.0, 0.0, 0.0], [0.0, 0.0, 0.0], [0.0, 0.0, 0.0], [0.0, 0.0, 0.0], [0.0, 0.0, 0.0], [0.0, 0.0, -0.1], [0.1, -0.2, 0.1], [0.0, 0.0, -0.1], [0.0, 0.3, 0.3], [-0.1, 0.0, 0.0], [0.0, 0.0, 0.0], [0.0, 0.0, 0.0], [0.0, 0.0, 0.0], [-0.1, 0.0, 0.0], [0.0, 0.0, 0.0], [0.0, 0.0, 0.0], [0.0, 0.0, 0.0], [0.0, 0.0, -0.1], [0.0, 0.0, 0.1], [-0.2, 0.0, 0.2], [0.4, 0.1, -0.3], [-0.1, -0.2, 0.5], [0.0, 0.0, 0.0], [0.0, 0.0, 0.0], [0.0, 0.0, 0.0], [0.0, 0.0, 0.0], [0.0, 0.0, 0.0], [0.0, 0.0, 0.0], [0.0, 0.0, 0.0], [0.0, 0.0, 0.0], [0.0, 0.0, 0.0], [0.0, 0.0, 0.0], [-0.3, -0.1, 0.3], [0.2, -0.1, 0.1], [-0.1, 0.1, -0.1], [0.1, 0.1, 0.0], [0.0, 0.0, 0.0], [0.0, 0.0, 0.0], [0.0, 0.0, 0.0], [-0.1, 0.0, 0.1], [0.0, 0.0, 0.0], [0.0, 0.0, 0.0], [0.0, 0.0, 0.0], [0.1, 0.0, 0.0], [0.1, 0.0, -0.2], [0.0, 0.0, 0.1], [0.0, 0.0, 0.0], [0.0, 0.0, 0.0], [0.0, 0.0, 0.0], [0.0, 0.0, 0.0], [0.0, 0.1, 0.0], [0.0, 0.0, 0.0], [0.0, 0.0, 0.0], [0.0, 0.0, 0.0], [0.0, 0.0, 0.0], [0.0, 0.0, 0.0], [0.0, 0.0, 0.0], [0.0, 0.0, 0.0], [0.0, 0.0, 0.0], [0.0, 0.0, 0.0], [0.0, 0.0, 0.0], [0.0, 0.0, 0.0], [0.0, 0.0, 0.0], [0.0, 0.0, 0.0], [0.0, 0.0, 0.0], [0.0, 0.0, 0.0], [0.0, 0.0, 0.0], [0.0, 0.0, 0.0], [0.0, 0.0, 0.0], [0.0, 0.0, 0.0], [0.0, 0.0, 0.0], [0.0, 0.0, 0.0], [0.0, 0.0, 0.0]],
  "total_charge": -1,
  "e_lumo_ev": [1.406, 1.870],
  "spin_multiplicity": 2,
  "gap_ev": [7.20, 7.65],
  "s2": 0.941,
  "de_lowest_kj_mol": 0.0
}